No. 1
# C24H64BN4O7P2S

A 4-piece molecular cluster, C24H64BN4O7P2S overall at a distorted geometry (ωB97M-V/def2-TZVPD, the OMol25 dataset).

Computed properties:
**2S+1**: 1
**Lowest unoccupied orbital energy**: -0.1599 Eh
**Charge**: +1

Each line ends with the Löwdin charge.
CARTESIAN COORDINATES (ANGSTROEM)
C  -0.431  -1.644  2.708  -0.10
C  0.786  -2.728  2.569  -0.41
C  0.367  -4.094  1.699  -0.10
C  2.207  -2.142  2.018  -0.34
P  2.127  -0.506  1.051  0.92
P  0.715  -0.724  -0.634  0.23
S  -0.795  0.497  -0.570  0.22
B  1.874  1.075  2.088  -0.62
O  1.238  2.242  1.378  -0.04
N  2.271  1.325  3.525  -0.18
C  3.302  0.361  4.052  -0.12
C  1.097  1.523  4.452  -0.10
H  -0.915  -1.310  1.678  0.05
H  -0.124  -0.751  3.400  0.06
H  -1.312  -2.207  3.284  0.11
H  0.993  -3.139  3.670  0.15
H  -0.364  -4.796  2.324  0.10
H  1.349  -4.749  1.530  0.10
H  -0.173  -3.845  0.691  0.06
H  2.975  -2.160  2.919  0.10
H  2.626  -2.959  1.253  0.11
H  3.439  -0.356  0.404  0.06
H  0.154  -2.077  -0.541  -0.02
H  1.460  -0.697  -1.878  -0.02
H  1.776  3.031  1.740  0.13
H  2.705  -0.604  4.422  0.10
H  3.730  0.842  5.057  0.13
H  4.148  0.085  3.285  0.11
H  0.232  2.049  3.819  0.13
H  0.706  0.520  4.964  0.11
H  1.420  2.247  5.323  0.12
C  1.810  -0.196  -5.116  -0.11
O  0.400  -0.299  -4.968  -0.20
C  -0.149  0.718  -4.125  -0.25
C  -1.027  1.679  -4.941  -0.20
N  -0.213  2.508  -5.836  -0.06
C  -1.005  3.265  -6.812  -0.19
C  -1.790  2.456  -7.863  -0.21
O  -0.956  1.759  -8.792  -0.18
C  -0.530  0.476  -8.352  -0.10
H  2.160  -1.077  -5.661  0.09
H  2.074  0.692  -5.695  0.08
H  2.306  -0.170  -4.141  0.06
H  0.626  1.259  -3.564  0.11
H  -0.784  0.209  -3.390  0.06
H  -1.587  2.327  -4.257  0.12
H  -1.742  1.074  -5.507  0.10
H  0.434  1.912  -6.345  0.07
H  -0.303  3.918  -7.343  0.12
H  -1.698  3.926  -6.274  0.12
H  -2.361  3.176  -8.462  0.12
H  -2.530  1.785  -7.416  0.11
H  -1.269  -0.012  -7.709  0.09
H  0.432  0.554  -7.845  0.07
H  -0.383  -0.152  -9.236  0.09
C  4.694  5.631  1.069  -0.11
O  3.284  5.527  1.217  -0.22
C  2.736  6.544  2.059  -0.21
C  1.858  7.505  1.244  -0.21
N  2.671  8.335  0.348  -0.06
C  1.880  9.092  -0.627  -0.19
C  1.095  8.283  -1.679  -0.21
O  1.928  7.586  -2.607  -0.18
C  2.355  6.303  -2.167  -0.10
H  5.044  4.750  0.524  0.09
H  4.959  6.519  0.489  0.08
H  5.191  5.656  2.043  0.09
H  3.510  7.086  2.620  0.13
H  2.101  6.035  2.795  0.11
H  1.298  8.153  1.927  0.12
H  1.143  6.901  0.678  0.10
H  3.319  7.738  -0.160  0.07
H  2.582  9.745  -1.159  0.12
H  1.186  9.752  -0.089  0.12
H  0.524  9.002  -2.278  0.12
H  0.355  7.612  -1.232  0.11
H  1.616  5.814  -1.525  0.09
H  3.317  6.381  -1.661  0.07
H  2.502  5.675  -3.052  0.09
C  -4.312  -4.947  1.911  -0.11
O  -3.748  -5.223  3.187  -0.22
C  -4.729  -5.574  4.166  -0.21
C  -4.577  -7.046  4.579  -0.21
N  -4.978  -7.945  3.491  -0.06
C  -4.625  -9.348  3.731  -0.19
C  -3.124  -9.695  3.804  -0.21
O  -2.436  -9.534  2.562  -0.18
C  -1.959  -8.217  2.320  -0.11
H  -3.518  -4.564  1.264  0.08
H  -4.711  -5.858  1.459  0.08
H  -5.096  -4.188  1.984  0.09
H  -5.752  -5.354  3.831  0.12
H  -4.535  -4.947  5.045  0.12
H  -5.201  -7.243  5.457  0.12
H  -3.531  -7.206  4.855  0.10
H  -4.527  -7.646  2.629  0.07
H  -5.065  -9.926  2.910  0.12
H  -5.118  -9.688  4.651  0.12
H  -3.052  -10.763  4.045  0.12
H  -2.606  -9.171  4.614  0.11
H  -1.683  -7.696  3.242  0.08
H  -2.700  -7.647  1.760  0.07
H  -1.064  -8.293  1.694  0.09

No. 2
# C24H64ClO28S8

A 9-piece molecular cluster, C24H64ClO28S8 overall at a distorted geometry (ωB97M-V/def2-TZVPD, the OMol25 dataset).

Computed properties:
**2S+1**: 1
**Lowest unoccupied orbital energy**: 0.0611 Eh
**Charge**: -1
**Energy above the lowest of the compared OMol25 structures with the same formula, charge and spin**: 4.730 eV

Each line ends with the Löwdin charge.
CARTESIAN COORDINATES (ANGSTROEM)
Cl  -0.030  0.096  0.205  0.63
O  1.407  -0.231  0.228  -0.39
O  -0.121  1.456  0.622  -0.35
O  -0.464  -0.122  -1.164  -0.37
O  -0.759  -0.793  1.069  -0.35
O  -2.409  -4.918  -0.434  -0.31
S  -1.551  -4.958  -1.610  0.65
O  -1.082  -6.218  -2.158  -0.30
O  -2.224  -4.054  -2.790  -0.29
C  -2.618  -2.680  -2.469  -0.21
C  -4.122  -2.774  -2.122  -0.05
C  -0.004  -3.935  -1.295  -0.07
H  -2.564  -2.328  -3.501  0.12
H  -1.967  -2.066  -1.848  0.10
H  -4.814  -3.045  -2.917  0.08
H  -4.496  -1.796  -1.807  0.05
H  -4.238  -3.396  -1.234  0.07
H  0.631  -4.616  -0.735  0.05
H  -0.241  -2.975  -0.843  0.04
H  0.299  -3.725  -2.321  0.06
O  4.152  -7.026  3.915  -0.28
S  3.107  -6.155  4.395  0.65
O  3.396  -5.150  5.382  -0.30
O  2.460  -5.432  3.035  -0.25
C  1.686  -4.271  3.303  -0.29
C  1.546  -3.444  2.019  -0.04
C  1.643  -7.105  4.969  -0.11
H  2.122  -3.683  4.108  0.11
H  0.642  -4.503  3.528  0.11
H  1.584  -4.143  1.183  0.06
H  2.354  -2.723  1.916  0.07
H  0.545  -3.014  1.998  0.07
H  1.472  -7.815  4.159  0.06
H  0.740  -6.523  5.139  0.07
H  1.930  -7.689  5.842  0.06
O  -3.860  2.838  -0.882  -0.31
S  -4.717  2.149  0.102  0.68
O  -5.916  2.770  0.659  -0.29
O  -5.024  0.677  -0.531  -0.29
C  -5.958  -0.185  0.146  -0.30
C  -7.128  -0.308  -0.704  -0.08
C  -3.543  1.707  1.457  -0.09
H  -6.188  0.241  1.124  0.12
H  -5.485  -1.146  0.358  0.13
H  -6.849  -0.545  -1.732  0.08
H  -7.659  0.641  -0.763  0.09
H  -7.663  -1.201  -0.376  0.09
H  -3.915  0.792  1.915  0.07
H  -3.457  2.520  2.176  0.07
H  -2.543  1.517  1.069  0.04
O  -4.424  0.161  -4.947  -0.31
S  -3.613  1.361  -4.696  0.69
O  -2.729  1.862  -5.770  -0.31
O  -4.673  2.616  -4.407  -0.27
C  -5.839  2.425  -3.635  -0.30
C  -6.344  3.749  -3.074  -0.05
C  -2.755  1.314  -3.163  -0.14
H  -5.640  1.606  -2.942  0.09
H  -6.565  1.990  -4.328  0.12
H  -7.070  3.382  -2.347  0.08
H  -6.754  4.507  -3.738  0.08
H  -5.442  4.190  -2.646  0.07
H  -1.833  0.733  -3.143  0.06
H  -3.478  0.987  -2.417  0.04
H  -2.342  2.277  -2.863  0.08
O  2.304  -0.056  -5.839  -0.31
S  2.607  -0.780  -4.603  0.69
O  2.332  -2.191  -4.321  -0.30
O  4.201  -0.590  -4.229  -0.28
C  4.821  0.668  -4.548  -0.29
C  6.241  0.718  -4.005  -0.06
C  1.890  0.354  -3.301  -0.08
H  4.299  1.590  -4.285  0.10
H  4.938  0.780  -5.628  0.11
H  6.204  0.493  -2.939  0.07
H  6.714  1.671  -4.236  0.08
H  6.812  -0.091  -4.461  0.08
H  2.298  1.321  -3.588  0.04
H  2.270  0.070  -2.322  0.03
H  0.821  0.266  -3.481  0.06
O  -3.404  0.812  5.081  -0.30
S  -2.477  0.955  6.175  0.66
O  -2.638  0.144  7.396  -0.30
O  -0.940  0.924  5.638  -0.24
C  -0.724  1.615  4.434  -0.33
C  0.613  1.143  4.003  -0.06
C  -2.597  2.717  6.745  -0.10
H  -0.731  2.708  4.461  0.12
H  -1.504  1.427  3.694  0.10
H  0.499  0.195  3.479  0.08
H  1.290  1.174  4.857  0.09
H  1.032  1.865  3.300  0.08
H  -3.618  2.833  7.106  0.06
H  -2.502  3.359  5.871  0.06
H  -1.888  2.774  7.567  0.07
O  4.418  5.064  -1.564  -0.29
S  4.137  4.076  -0.557  0.66
O  5.227  3.462  0.207  -0.30
O  3.013  4.632  0.564  -0.27
C  1.999  5.605  0.179  -0.28
C  2.304  6.956  0.761  -0.09
C  3.141  2.722  -1.299  -0.10
H  1.026  5.479  0.662  0.11
H  1.668  5.556  -0.858  0.12
H  1.664  7.773  0.427  0.08
H  3.298  7.286  0.451  0.08
H  2.292  6.978  1.851  0.08
H  2.721  2.017  -0.581  0.06
H  3.882  2.194  -1.899  0.05
H  2.310  3.167  -1.843  0.07
O  6.155  -1.295  2.553  -0.31
S  5.464  -0.546  1.512  0.62
O  6.270  0.103  0.496  -0.29
O  4.393  -1.564  0.858  -0.29
C  4.714  -2.418  -0.270  -0.21
C  4.013  -1.734  -1.465  -0.08
C  4.278  0.475  2.358  -0.10
H  4.343  -3.441  -0.252  0.12
H  5.779  -2.468  -0.501  0.11
H  4.199  -2.288  -2.384  0.07
H  4.148  -0.665  -1.612  0.06
H  2.972  -1.906  -1.184  0.07
H  3.627  -0.164  2.950  0.07
H  3.886  1.203  1.651  0.06
H  4.887  0.997  3.098  0.07

| no. | E (eV) |
| --- | --- |
| 1 | -76294.7438 |
| 2 | -182449.1179 |